Entry 1:
A 2-piece molecular cluster, C24H51N3O2P overall. Source: the OMol25 dataset; level of theory: wB97M-V/def2-TZVPD.

Positions of all 81 atoms, in Å:
1 C 0.211 4.274 -0.357
2 C 0.097 4.616 1.194
3 C -0.143 3.338 2.089
4 C 1.216 2.705 2.576
5 C 1.045 1.228 3.143
6 C 0.332 1.201 4.564
7 C -0.582 -0.101 4.699
8 C -1.775 -0.064 3.659
9 C -1.926 -1.379 2.780
10 C -0.628 -1.803 1.991
11 C -0.688 -1.338 0.463
12 N 0.118 -2.230 -0.399
13 C 1.187 -1.823 -1.035
14 N 1.705 -0.509 -1.004
15 C 3.220 -0.635 -1.064
16 C 3.954 0.654 -0.548
17 C 3.411 2.018 -1.156
18 C 3.946 0.713 1.036
19 N 1.849 -2.806 -1.882
20 P 0.719 -3.123 -3.227
21 C 1.409 -4.369 -4.449
22 C 2.997 -4.411 -4.562
23 C 0.244 -1.509 -4.078
24 C 1.458 -0.458 -4.219
25 H 0.056 3.182 -0.568
26 H 1.204 4.561 -0.787
27 H -0.587 4.820 -0.935
28 H 1.015 5.198 1.494
29 H -0.780 5.312 1.303
30 H -0.740 3.604 3.001
31 H -0.719 2.581 1.495
32 H 1.872 2.613 1.654
33 H 1.796 3.358 3.284
34 H 0.493 0.625 2.368
35 H 2.092 0.841 3.312
36 H -0.257 2.141 4.762
37 H 1.154 1.121 5.334
38 H -0.970 -0.152 5.755
39 H 0.096 -0.981 4.541
40 H -2.748 0.062 4.214
41 H -1.635 0.835 3.005
42 H -2.311 -2.182 3.474
43 H -2.775 -1.193 2.060
44 H -0.638 -2.934 1.943
45 H 0.329 -1.476 2.485
46 H -0.475 -0.250 0.334
47 H -1.764 -1.495 0.158
48 H -0.184 -3.201 -0.501
49 H 1.536 -0.046 -0.106
50 H 3.510 -1.479 -0.371
51 H 3.594 -0.907 -2.077
52 H 5.032 0.549 -0.856
53 H 4.286 2.603 -1.559
54 H 2.625 1.853 -1.936
55 H 3.031 2.633 -0.292
56 H 4.743 0.052 1.487
57 H 2.970 0.275 1.402
58 H 4.078 1.755 1.431
59 H 2.061 -3.644 -1.340
60 H 0.993 -4.185 -5.476
61 H 1.028 -5.380 -4.140
62 H 3.460 -3.404 -4.418
63 H 3.249 -4.728 -5.612
64 H 3.432 -5.203 -3.895
65 H -0.279 -1.688 -5.053
66 H -0.509 -1.013 -3.406
67 H 2.429 -0.957 -3.980
68 H 1.317 0.428 -3.549
69 H 1.418 -0.060 -5.269
70 O -3.958 0.807 1.237
71 C -4.923 0.561 0.564
72 O -6.086 1.250 0.642
73 C -7.067 0.637 -0.209
74 C -6.272 -0.145 -1.232
75 C -5.046 -0.559 -0.439
76 H -7.706 -0.006 0.402
77 H -7.683 1.409 -0.670
78 H -6.824 -0.981 -1.659
79 H -5.973 0.514 -2.052
80 H -5.205 -1.498 0.096
81 H -4.159 -0.620 -1.067

- Maximum force: 3.8 eV Å⁻¹
- Total charge: +1
- E: -43561.48778 eV

For reference, the Mulliken charges in units of e are: -0.73, -0.67, -0.09, 0.27, 0.88, -0.83, -0.90, -0.17, -0.42, -0.49, -0.55, 0.17, -0.35, 0.47, -0.82, 0.28, -0.78, -0.87, -0.17, -0.10, -0.45, -0.95, -0.52, -0.63, 0.09, 0.20, 0.32, 0.31, 0.37, 0.37, -0.10, -0.82, 0.38, -1.15, 0.50, 0.31, 0.38, 0.38, 0.31, 0.58, -0.11, 0.42, -0.17, 0.52, 0.17, 0.13, 0.18, 0.41, -0.09, 0.35, 0.28, 0.55, 0.31, 0.09, 0.06, 0.40, -0.09, 0.38, 0.38, 0.33, 0.38, 0.22, 0.34, 0.29, 0.50, 0.23, 0.05, 0.08, 0.39, -0.48, 0.43, -0.38, -0.44, -0.64, -0.13, 0.26, 0.32, 0.35, 0.29, 0.28, 0.14



Entry 2:
C49H47Ge2N5O4PS3Sn as an isolated structure. Source: the OMol25 dataset; level of theory: wB97M-V/def2-TZVPD.

Positions of all 112 atoms, in Å:
1 Sn 0.008 -0.554 -0.287
2 C -2.903 -3.194 3.486
3 C -2.893 -2.462 2.173
4 N -2.249 -1.377 1.969
5 N -1.531 -0.854 2.989
6 C -0.882 0.357 2.911
7 N -0.168 0.658 4.008
8 S -1.028 1.453 1.657
9 C -3.595 -3.098 1.023
10 C -4.249 -4.314 1.201
11 C -4.737 -4.999 0.101
12 C -4.576 -4.446 -1.155
13 C -3.963 -3.208 -1.245
14 N -3.494 -2.540 -0.192
15 H -2.420 -2.629 4.281
16 H -2.388 -4.151 3.379
17 H -3.929 -3.387 3.800
18 H -1.387 -1.400 3.825
19 H 0.198 -0.082 4.590
20 H 0.407 1.484 3.924
21 H -4.365 -4.742 2.187
22 H -5.226 -5.957 0.227
23 H -4.919 -4.953 -2.048
24 H -3.819 -2.741 -2.212
25 O 3.277 1.328 -1.698
26 C 2.101 1.641 -1.693
27 O 1.259 1.389 -0.720
28 C 1.509 2.451 -2.819
29 C 2.364 3.185 -3.631
30 C 1.860 3.994 -4.635
31 C 0.488 4.077 -4.828
32 C -0.371 3.339 -4.030
33 C 0.130 2.499 -3.038
34 P -1.051 1.562 -1.996
35 C -1.747 3.035 -1.132
36 C -0.854 3.810 -0.386
37 C -1.283 4.948 0.276
38 C -2.615 5.335 0.203
39 C -3.500 4.592 -0.561
40 C -3.074 3.447 -1.223
41 C -2.451 1.100 -3.091
42 C -2.384 0.956 -4.475
43 C -3.453 0.409 -5.173
44 C -4.593 -0.008 -4.502
45 C -4.660 0.108 -3.119
46 C -3.592 0.647 -2.420
47 H 3.428 3.111 -3.443
48 H 2.531 4.573 -5.258
49 H 0.085 4.723 -5.598
50 H -1.441 3.425 -4.177
51 H 0.184 3.506 -0.325
52 H -0.578 5.534 0.852
53 H -2.959 6.209 0.743
54 H -4.535 4.904 -0.642
55 H -3.789 2.886 -1.809
56 H -1.492 1.255 -5.006
57 H -3.387 0.301 -6.249
58 H -5.426 -0.428 -5.053
59 H -5.536 -0.246 -2.589
60 H -3.618 0.699 -1.338
61 C 4.226 -2.606 3.687
62 Ge 2.394 -2.248 3.006
63 C 1.349 -2.103 4.723
64 C 1.766 -3.970 2.254
65 Ge 2.536 -0.261 1.250
66 C 4.407 -0.483 0.661
67 C 4.866 -1.721 0.220
68 C 6.150 -1.847 -0.298
69 C 6.971 -0.733 -0.395
70 C 6.523 0.502 0.057
71 C 5.249 0.625 0.589
72 C 2.613 1.299 2.500
73 C 2.261 2.588 2.103
74 C 2.286 3.643 3.009
75 C 2.675 3.425 4.324
76 C 3.024 2.143 4.735
77 C 2.993 1.093 3.826
78 H 4.248 -3.581 4.182
79 H 4.539 -1.845 4.406
80 H 4.941 -2.614 2.862
81 H 1.656 -2.944 5.349
82 H 0.268 -2.186 4.569
83 H 1.569 -1.183 5.274
84 H 1.493 -4.659 3.058
85 H 2.568 -4.410 1.659
86 H 0.914 -3.827 1.589
87 H 4.211 -2.582 0.248
88 H 6.501 -2.813 -0.642
89 H 7.955 -0.823 -0.839
90 H 7.165 1.372 -0.018
91 H 4.893 1.589 0.932
92 H 1.950 2.759 1.079
93 H 2.006 4.640 2.686
94 H 2.712 4.249 5.027
95 H 3.325 1.964 5.760
96 H 3.278 0.098 4.154
97 O 2.410 -3.419 -0.845
98 S 1.103 -3.253 -1.413
99 O 0.020 -3.472 -0.479
100 N 0.920 -1.777 -2.110
101 C 0.925 -1.867 -3.463
102 S 0.759 -0.595 -4.492
103 C 0.989 -3.280 -3.937
104 C 1.049 -3.726 -5.247
105 C 1.013 -5.094 -5.480
106 C 0.906 -6.000 -4.427
107 C 0.883 -5.557 -3.113
108 C 0.946 -4.196 -2.896
109 H 1.131 -3.010 -6.053
110 H 1.070 -5.461 -6.497
111 H 0.863 -7.062 -4.633
112 H 0.817 -6.252 -2.284

- Maximum force: 1.9 eV Å⁻¹
- Multiplicity: 2
- ⟨S²⟩: 0.764
- Total charge: 0
- E: -227873.76098 eV

Mulliken atomic charge list, values in e, 99 entries: 1.87, -1.86, 0.64, -0.25, 0.13, -0.38, -0.32, 0.09, 0.84, -0.62, -0.62, -0.86, -0.15, 0.04, 0.47, 0.36, 0.44, 0.13, 0.09, 0.27, 0.32, 0.41, 0.43, 0.50, -0.72, -0.04, 0.19, -0.22, -0.18, -0.79, -0.88, -0.60, 0.36, 1.12, 0.94, -0.06, -0.51, -0.79, -0.76, -0.79, 0.75, -0.71, -0.96, -0.61, -0.93, -0.95, 0.53, 0.41, 0.43, 0.59, -0.16, 0.45, 0.38, 0.43, 0.45, 0.49, 0.43, 0.41, 0.45, 0.64, -1.26, 1.58, -1.39, -1.03, -0.50, 0.61, -0.24, -0.86, -0.58, -0.71, -0.24, -0.26, 0.59, -0.57, -0.69, -0.73, -0.33, 0.49, 0.38, 0.34, 0.56, 0.10, 0.47, 0.50, 0.36, 0.09, 0.47, 0.44, 0.36, 0.40, 0.35, -0.15, 0.45, 0.37, 0.42, 0.19, -0.65, 1.17, -0.56



Entry 3:
A 2-piece molecular cluster, C4H11NO2 overall. Source: the OMol25 dataset; level of theory: wB97M-V/def2-TZVPD.

Positions of all 18 atoms, in Å:
1 C -1.635 -0.130 0.103
2 C -2.643 -1.225 -0.070
3 N -0.767 0.073 -1.116
4 H -1.934 0.859 0.438
5 H -0.878 -0.364 0.853
6 H -3.285 -1.239 -0.949
7 H -3.286 -1.243 0.813
8 H -1.196 0.605 -1.867
9 H 0.115 0.558 -0.817
10 H -0.453 -0.822 -1.490
11 H -2.153 -2.197 -0.005
12 C 3.190 0.536 0.797
13 C 1.829 0.968 0.259
14 O 0.844 0.844 1.037
15 O 1.745 1.415 -0.913
16 H 3.012 -0.196 1.585
17 H 3.628 1.397 1.306
18 H 3.867 0.161 0.036

- Maximum force: 1.2 eV Å⁻¹
- Total charge: 0
- E: -9911.15419 eV

For reference, the natural (NBO) charges in units of e are: -0.25, -0.65, -0.70, 0.23, 0.28, 0.22, 0.24, 0.42, 0.50, 0.41, 0.22, -0.73, 0.76, -0.81, -0.78, 0.22, 0.23, 0.21